Entry from OMol25: C38H42Cl3N4O2SbSe5Ti as an isolated structure (ωB97M-V with the def2-TZVPD basis set).

Structure (XYZ):
```
96
Properties=species:S:1:pos:R:3:mulliken_charge:R:1
Ti 0.259 -3.533 -0.602 -0.14
Cl -2.958 -1.596 -7.342 -0.28
C -2.098 -2.074 -5.894 0.45
C -1.979 -1.181 -4.847 -0.91
C -1.301 -1.566 -3.704 0.03
Cl -1.150 -0.432 -2.401 0.27
C -0.715 -2.843 -3.554 -0.89
O -0.084 -3.222 -2.497 0.02
C -0.878 -3.707 -4.661 0.87
Cl -0.213 -5.299 -4.535 -0.20
C -1.552 -3.342 -5.811 -0.77
H -2.410 -0.192 -4.910 0.46
H -1.652 -4.046 -6.624 0.43
Se -2.862 -8.646 3.883 -0.70
Sb -3.252 -7.510 1.783 0.33
Se -0.220 -5.560 0.745 -0.40
Se 1.609 -5.671 -0.734 -0.57
Se -4.753 -5.644 2.150 -0.64
C -4.140 -0.820 1.447 -1.10
C -3.513 -1.858 0.580 0.79
C -4.072 -2.822 -0.227 -1.14
C -2.991 -3.537 -0.771 0.00
N -1.851 -3.028 -0.319 0.58
N -2.182 -2.005 0.486 0.25
C -3.026 -4.733 -1.656 -0.96
H -5.204 -1.026 1.548 0.43
H -4.018 0.180 1.028 -0.12
H -3.698 -0.827 2.445 0.30
H -5.118 -3.043 -0.353 0.42
H -1.413 -1.485 0.893 0.04
H -3.723 -4.581 -2.482 0.32
H -3.373 -5.587 -1.070 0.05
H -2.039 -4.965 -2.056 0.08
C 6.612 -3.843 -0.591 -0.46
C 5.643 -4.340 0.304 -1.01
C 4.385 -3.801 0.332 -0.50
C 4.019 -2.728 -0.521 0.95
C 2.710 -2.123 -0.494 0.55
C 2.421 -1.175 -1.457 0.10
C 3.371 -0.762 -2.409 -1.39
C 4.634 -1.277 -2.406 -0.96
C 4.982 -2.272 -1.459 1.13
C 6.281 -2.841 -1.457 -0.85
H 7.606 -4.273 -0.607 0.36
H 5.881 -5.174 0.952 0.40
H 3.639 -4.238 0.975 0.43
H 1.441 -0.721 -1.460 0.19
H 3.088 -0.012 -3.139 0.46
H 5.377 -0.952 -3.125 0.32
H 7.005 -2.470 -2.175 0.34
C -3.611 3.022 1.868 -0.82
C -4.008 3.004 0.390 -0.90
C -2.993 2.340 -0.543 0.81
C -1.772 3.170 -0.921 -1.74
N -0.989 3.634 0.216 0.49
C -0.162 2.825 0.944 -0.26
Se 0.165 1.063 0.631 -0.43
N 0.365 3.603 1.941 0.48
C 1.295 3.100 2.942 -1.42
C 2.725 3.016 2.420 -0.33
C 3.358 4.367 2.099 -0.26
C 3.734 5.173 3.340 -1.27
C -0.123 4.894 1.840 0.89
C 0.092 6.030 2.602 -0.42
C -0.584 7.188 2.234 -0.75
C -1.447 7.204 1.141 -0.81
C -1.665 6.064 0.377 -0.73
C -0.987 4.913 0.740 0.57
H -4.463 3.293 2.493 0.42
H -2.815 3.734 2.081 0.14
H -3.265 2.035 2.183 0.15
H -4.225 4.023 0.048 0.41
H -4.946 2.450 0.298 0.46
H -3.479 2.071 -1.485 0.48
H -2.645 1.401 -0.105 -0.53
H -2.061 4.057 -1.487 0.46
H -1.110 2.565 -1.542 0.43
H 0.949 2.105 3.221 0.37
H 1.214 3.751 3.815 0.53
H 2.710 2.378 1.535 0.08
H 3.327 2.492 3.169 0.49
H 2.681 4.949 1.467 0.18
H 4.257 4.199 1.501 0.41
H 2.874 5.352 3.988 0.25
H 4.151 6.146 3.073 0.34
H 4.480 4.639 3.933 0.37
H 0.761 6.022 3.451 0.24
H -0.437 8.092 2.810 0.39
H -1.962 8.121 0.882 0.39
H -2.346 6.077 -0.463 0.35
C 2.023 -2.722 1.943 -2.17
C 1.662 -2.505 0.484 1.30
O 0.457 -1.864 0.285 0.34
H 1.867 -3.751 2.271 0.41
H 1.369 -2.080 2.537 0.34
H 3.056 -2.437 2.152 0.47
```

Calculated values
ΔE to the lowest compared entry with this formula, charge and spin: 0.000 eV
charge: -2



Entry from OMol25: C38H43AsAuGeO2S2 as an isolated structure at a distorted geometry (ωB97M-V with the def2-TZVPD basis set).

Structure (XYZ):
```
88
Properties=species:S:1:pos:R:3:mulliken_charge:R:1
Au -0.238 0.154 -0.487 1.25
S -0.142 -2.195 -0.601 -0.20
C 1.099 -2.279 -1.870 0.23
C 0.781 -2.967 -3.045 -0.84
C 1.682 -3.090 -4.084 -0.52
C 2.948 -2.524 -3.973 -0.86
C 3.285 -1.853 -2.807 -0.05
C 2.383 -1.733 -1.757 -0.10
As 2.889 -0.817 -0.086 0.29
C 2.645 1.049 -0.650 0.93
C 1.654 1.444 -1.655 -0.86
C 1.507 2.900 -1.938 -0.52
C 2.385 3.842 -1.234 -1.30
C 3.179 3.397 -0.261 -0.74
C 3.299 1.983 0.047 -0.73
C 4.836 -0.919 -0.352 -0.22
C 5.458 -1.998 0.272 -0.61
C 6.828 -2.198 0.153 -0.63
C 7.593 -1.308 -0.582 -0.43
C 6.982 -0.228 -1.199 -0.69
C 5.615 -0.035 -1.087 0.30
H -0.213 -3.389 -3.128 0.46
H 1.397 -3.619 -4.985 0.35
H 3.667 -2.605 -4.780 0.40
H 4.278 -1.427 -2.720 0.32
H 1.466 0.747 -2.468 0.46
H 1.310 3.174 -2.974 0.99
H 2.344 4.887 -1.514 0.40
H 3.805 4.087 0.296 0.40
H 3.976 1.692 0.842 0.54
H 4.868 -2.694 0.859 0.36
H 7.294 -3.044 0.644 0.37
H 8.662 -1.455 -0.672 0.36
H 7.575 0.472 -1.777 0.37
H 5.152 0.813 -1.574 0.35
C -1.474 2.260 2.488 -0.83
C -0.131 1.523 2.714 1.47
C 0.641 2.245 3.830 -2.23
C -0.445 0.082 3.176 -0.88
O 0.606 1.502 1.569 -0.15
H -2.109 2.331 3.379 0.46
H -2.040 1.745 1.707 -0.46
H -1.262 3.272 2.133 0.45
H 0.093 2.285 4.776 0.38
H 0.861 3.266 3.510 0.45
H 1.591 1.735 3.998 0.39
H -1.048 0.015 4.089 0.36
H 0.492 -0.457 3.332 0.42
H -0.966 -0.420 2.358 -0.32
C -2.998 2.359 -1.232 -1.04
Ge -1.296 2.659 -2.148 0.97
C -1.253 1.674 -3.858 -1.36
C -1.188 4.615 -2.474 -1.47
C 0.376 2.282 -1.168 -1.07
H -3.684 3.164 -1.496 0.45
H -2.873 2.367 -0.150 0.11
H -3.444 1.409 -1.519 0.25
H -2.126 1.910 -4.467 0.43
H -1.264 0.605 -3.643 0.32
H -0.363 1.895 -4.446 0.36
H -1.996 4.925 -3.138 0.46
H -0.244 4.907 -2.931 0.39
H -1.298 5.156 -1.535 0.37
H 0.420 2.544 -0.106 0.72
O -4.327 -0.755 -1.127 -0.82
S -3.535 -0.754 0.129 1.10
C -4.698 -0.318 1.436 0.08
C -6.052 -0.294 1.140 -0.70
C -6.950 0.059 2.134 -0.63
C -6.495 0.386 3.403 -0.47
C -5.136 0.372 3.679 -0.88
C -4.227 0.025 2.692 0.26
C -3.332 -2.488 0.569 0.34
C -2.581 -2.844 1.677 -0.01
C -2.407 -4.186 1.967 -0.79
C -2.974 -5.155 1.149 -0.45
C -3.712 -4.779 0.040 -0.63
C -3.893 -3.439 -0.261 -0.43
H -6.372 -0.538 0.136 0.47
H -8.010 0.081 1.915 0.38
H -7.199 0.666 4.176 0.38
H -4.775 0.645 4.663 0.44
H -3.165 0.038 2.899 0.35
H -2.111 -2.093 2.296 0.15
H -1.806 -4.472 2.821 0.41
H -2.824 -6.203 1.370 0.37
H -4.140 -5.536 -0.606 0.39
H -4.441 -3.115 -1.134 0.47
```

Calculated values
ΔE to the lowest compared entry with this formula, charge and spin: 1.838 eV
charge: -1



Entry from OMol25: C38H43BN8O6PPr as an isolated structure at a distorted geometry (ωB97M-V with the def2-TZVPD basis set).

Structure (XYZ):
```
98
Properties=species:S:1:pos:R:3:mulliken_charge:R:1
Pr 1.275 0.313 -0.311 0.67
C -4.395 0.700 3.071 -1.72
C -3.079 0.562 3.790 0.96
C -3.119 0.619 5.193 -0.76
C -1.995 0.513 6.009 -0.96
C -0.720 0.326 5.380 -0.84
C -0.686 0.260 3.997 0.16
C -1.796 0.377 3.154 -0.05
P -1.463 0.117 1.327 2.74
C -2.847 0.944 0.525 0.73
C -3.750 0.218 -0.261 -0.05
C -4.911 0.760 -0.808 -0.81
C -5.179 2.054 -0.535 -0.79
C -4.261 2.835 0.227 -0.76
C -3.040 2.340 0.602 0.36
C -1.940 3.158 1.372 -1.22
C -1.670 -1.741 1.085 1.26
C -2.019 -2.588 2.113 -1.16
C -1.895 -3.955 1.933 -0.90
C -1.461 -4.471 0.722 -0.95
C -1.199 -3.552 -0.323 0.17
C -1.253 -2.180 -0.204 -0.35
C -0.700 -1.283 -1.201 -1.45
H -5.172 0.484 3.787 0.55
H -4.445 0.082 2.196 0.25
H -4.476 1.736 2.804 0.35
H -4.059 0.850 5.710 0.37
H -2.029 0.500 7.077 0.42
H 0.195 0.162 5.921 0.48
H 0.320 0.128 3.619 -0.85
H -3.684 -0.900 -0.356 0.10
H -5.489 0.198 -1.527 0.46
H -6.100 2.542 -0.893 0.34
H -4.498 3.858 0.430 0.53
H -2.087 4.215 1.619 0.55
H -1.044 3.081 0.712 -0.01
H -1.636 2.697 2.250 0.08
H -2.402 -2.170 3.040 0.53
H -2.072 -4.687 2.701 0.41
H -1.337 -5.531 0.501 0.44
H -0.985 -3.952 -1.358 0.31
H -1.459 -0.577 -1.452 0.02
H -0.404 -1.757 -2.105 0.62
B 1.932 3.486 -1.033 0.61
N 0.599 3.278 -1.728 -0.19
C 0.209 3.881 -2.898 -0.35
C -0.807 3.130 -3.468 -1.33
C -1.063 2.087 -2.534 -0.48
N -0.167 2.193 -1.525 0.97
N 1.686 3.576 0.495 -0.38
C 1.391 4.619 1.312 -0.05
C 0.919 4.156 2.483 -1.25
C 1.001 2.769 2.421 -0.81
N 1.422 2.409 1.214 0.70
H 2.543 4.405 -1.397 -0.19
H 2.632 2.499 -1.184 0.01
H 0.875 4.588 -3.348 0.42
H -1.267 3.349 -4.437 0.44
H -1.624 1.191 -2.659 0.50
H 1.448 5.639 1.000 0.47
H 0.623 4.789 3.397 0.31
H 0.749 1.946 3.054 0.89
N 3.756 -0.054 0.772 -0.33
C 3.739 -0.316 2.256 -1.60
C 2.381 -0.622 2.850 1.49
C 2.172 -2.161 3.006 -0.80
C 2.295 -2.853 1.687 -1.03
N 1.388 -2.324 0.675 0.16
H 3.862 -0.901 0.240 0.22
H 4.491 0.579 0.542 0.27
H 4.009 0.701 2.578 0.55
H 4.526 -1.009 2.586 0.25
H 1.551 -0.168 2.267 -1.11
H 2.355 -0.108 3.842 0.71
H 1.143 -2.337 3.462 0.30
H 2.961 -2.445 3.671 0.50
H 2.102 -3.892 1.876 0.60
H 3.336 -2.748 1.347 0.35
H 0.450 -2.650 0.951 -0.52
H 1.545 -2.788 -0.201 0.29
O 2.957 -1.383 -1.580 -0.80
C 2.537 -0.771 -2.595 0.59
O 2.109 0.400 -2.593 -0.68
C 2.400 -1.483 -3.960 0.41
C 3.157 -2.643 -4.241 -0.71
C 3.187 -3.107 -5.549 -0.19
C 2.454 -2.482 -6.552 -0.27
C 1.692 -1.418 -6.199 -0.13
C 1.701 -0.836 -4.938 -0.64
N 0.851 -0.781 -7.281 1.03
O 1.064 -1.086 -8.420 -0.60
O -0.008 0.014 -6.928 -0.60
N 3.953 -4.260 -5.986 0.99
O 4.496 -4.974 -5.185 -0.61
O 3.770 -4.542 -7.167 -0.59
H 3.788 -3.231 -3.580 0.60
H 2.533 -2.702 -7.542 0.77
H 1.163 0.109 -4.806 0.59
```

Calculated values
spin multiplicity: 3
expectation value of S²: 2.002
charge: 0
energy: -88340.985 eV



Entry from OMol25: C38H43Br4CsN8O5P2S as an isolated structure at a distorted geometry (ωB97M-V with the def2-TZVPD basis set).

Structure (XYZ):
```
102
Properties=species:S:1:pos:R:3:mulliken_charge:R:1
Cs 0.891 -0.549 0.321 1.12
N -1.055 -3.617 0.588 0.27
C -1.692 -4.186 -0.489 0.10
C -2.977 -4.725 -0.317 -0.61
C -3.711 -5.203 -1.390 -0.62
C -3.181 -5.143 -2.671 -0.76
C -1.905 -4.617 -2.847 -0.57
C -1.138 -4.151 -1.787 0.39
C 0.239 -3.626 -2.048 0.86
C 1.271 -4.145 -1.249 -0.11
C 2.578 -3.729 -1.420 -0.62
C 2.849 -2.822 -2.432 -0.32
C 1.816 -2.340 -3.240 -0.21
C 0.460 -2.693 -3.086 -1.28
H -1.391 -3.781 1.521 0.29
H -0.075 -3.391 0.571 -0.52
H -3.396 -4.752 0.685 0.39
H -4.700 -5.616 -1.220 0.35
H -3.748 -5.505 -3.521 0.35
H -1.469 -4.538 -3.836 0.38
H 1.042 -4.881 -0.481 0.47
H 3.364 -4.076 -0.761 0.26
H 3.877 -2.494 -2.563 0.08
H 2.084 -1.658 -4.053 0.63
N 3.151 1.012 -2.616 0.55
C 4.541 1.089 -2.726 0.02
C 5.273 0.091 -3.357 -0.26
C 6.653 0.187 -3.449 -0.76
C 7.313 1.304 -2.958 -0.55
C 6.580 2.330 -2.376 -0.41
C 5.206 2.210 -2.236 0.64
S 4.252 3.442 -1.418 -0.29
N 2.753 3.314 -2.214 -0.61
C 2.385 2.151 -2.612 -0.34
C 1.004 1.973 -3.131 0.79
C 0.081 3.012 -3.155 -0.28
C -1.178 2.738 -3.646 -0.41
C -1.487 1.447 -4.058 -0.58
C -0.511 0.466 -3.966 -0.26
N 0.720 0.746 -3.541 -0.18
H 2.666 0.188 -2.971 -0.28
H 4.749 -0.767 -3.756 0.32
H 7.213 -0.618 -3.908 0.38
H 8.390 1.381 -3.029 0.36
H 7.074 3.219 -2.003 0.38
H 0.362 3.991 -2.791 0.49
H -1.935 3.514 -3.680 0.33
H -2.480 1.195 -4.410 0.47
H -0.672 -0.593 -4.177 0.35
Br 5.644 -4.073 5.285 -0.25
C 4.034 -3.441 4.481 0.28
C 2.849 -3.462 5.178 0.08
Br 2.782 -4.100 6.971 -0.26
C 1.670 -3.012 4.540 0.01
Br -0.006 -2.994 5.469 -0.28
C 1.612 -2.570 3.215 -0.26
O 0.566 -2.167 2.610 -0.57
C 2.910 -2.468 2.501 -0.16
O 2.896 -1.932 1.350 -0.50
C 4.050 -2.950 3.157 -0.13
Br 5.679 -2.816 2.171 -0.25
C -1.351 1.484 4.794 -1.01
N -1.248 2.641 3.907 0.50
C -1.869 3.859 4.381 -1.07
P -0.978 2.386 2.307 -0.99
O -0.343 1.093 2.070 -0.15
O -2.426 2.438 1.580 0.83
P -2.882 1.567 0.276 -0.68
O -1.922 1.409 -0.819 -0.03
N -3.449 0.122 0.826 0.71
C -2.733 -1.142 0.595 -0.76
C -4.200 0.110 2.072 -1.01
N -4.151 2.572 -0.144 0.41
C -4.865 2.138 -1.339 -0.99
C -4.987 3.302 0.790 -1.01
N -0.242 3.743 1.714 0.41
C 1.217 3.726 1.833 -1.07
C -0.741 4.374 0.490 -0.83
H -0.847 1.706 5.737 0.31
H -0.871 0.621 4.335 0.28
H -2.398 1.242 5.008 0.27
H -1.432 4.151 5.339 0.36
H -2.950 3.734 4.524 0.26
H -1.697 4.659 3.663 0.32
H -2.191 -1.172 -0.351 0.12
H -3.478 -1.938 0.534 0.40
H -2.034 -1.368 1.403 0.28
H -4.741 1.047 2.208 0.20
H -3.541 -0.040 2.935 0.28
H -4.924 -0.707 2.049 0.36
H -4.170 1.630 -2.007 0.19
H -5.270 3.011 -1.857 0.35
H -5.691 1.457 -1.099 0.31
H -4.416 3.578 1.671 0.17
H -5.868 2.724 1.101 0.31
H -5.345 4.216 0.306 0.38
H 1.511 3.130 2.697 0.41
H 1.583 4.746 1.970 0.33
H 1.696 3.298 0.946 0.26
H -1.747 4.762 0.645 0.16
H -0.751 3.688 -0.362 0.10
H -0.079 5.208 0.253 0.48
```

Calculated values
ΔE to the lowest compared entry with this formula, charge and spin: 0.487 eV
charge: -2



Entry from OMol25: C38H43FN3O2Pt as an isolated structure at a distorted geometry (ωB97M-V with the def2-TZVPD basis set).

Structure (XYZ):
```
88
Properties=species:S:1:pos:R:3:mulliken_charge:R:1
Pt -0.460 -0.046 -0.248 1.30
C -0.877 -1.926 -4.030 -1.96
C 0.158 -0.822 -3.856 2.40
C 0.463 -0.133 -5.186 -1.77
C 1.421 -1.305 -3.214 1.19
C 2.141 -2.321 -3.833 -0.58
C 3.360 -2.741 -3.346 -1.49
C 3.872 -2.142 -2.210 -0.49
C 3.176 -1.143 -1.545 1.20
C 3.775 -0.589 -0.268 1.14
C 5.060 0.187 -0.541 -1.70
C 4.010 -1.697 0.759 -1.49
C 1.930 -0.717 -2.059 -1.16
N 1.200 0.244 -1.279 0.77
C 1.714 1.514 -1.272 0.30
O 2.591 1.952 -2.004 -0.77
C 1.138 2.376 -0.152 -0.16
C 1.334 3.731 0.062 -0.95
C 0.643 4.323 1.119 -0.64
C -0.258 3.591 1.891 -0.93
C -0.409 2.244 1.599 0.43
N 0.342 1.697 0.665 0.34
C -1.364 1.252 2.248 -0.04
O -1.981 1.612 3.245 -0.76
N -1.350 0.010 1.680 0.36
C -1.749 -1.000 2.629 -0.34
C -2.871 -1.845 2.506 0.65
C -3.179 -2.717 3.543 -0.99
C -2.396 -2.818 4.675 -1.51
C -1.254 -2.046 4.757 -0.51
C -0.909 -1.152 3.752 0.66
C 0.415 -0.423 3.908 1.83
C 0.442 0.463 5.149 -1.80
C 1.577 -1.417 3.925 -1.52
C -3.763 -1.886 1.288 0.61
C -2.939 -2.463 0.132 -0.88
C -4.432 -0.554 0.997 -1.57
H -1.801 -1.518 -4.442 0.51
H -1.114 -2.395 -3.075 0.34
H -0.531 -2.705 -4.712 0.33
H -0.266 -0.083 -3.179 -1.72
H 0.887 -0.835 -5.906 0.39
H 1.179 0.677 -5.055 0.36
H -0.449 0.277 -5.624 0.44
H 1.739 -2.774 -4.729 0.34
H 3.910 -3.528 -3.845 0.36
H 4.826 -2.466 -1.814 0.30
H 3.049 0.094 0.172 -0.17
H 5.819 -0.465 -0.981 0.31
H 5.467 0.583 0.391 0.45
H 4.878 1.016 -1.223 0.36
H 4.777 -2.398 0.425 0.36
H 3.099 -2.265 0.945 0.28
H 4.344 -1.273 1.707 0.40
H 1.991 4.286 -0.594 0.55
H 0.770 5.381 1.311 0.41
H -0.851 4.034 2.678 0.57
H -4.058 -3.342 3.434 0.35
H -2.661 -3.501 5.472 0.35
H -0.608 -2.138 5.620 0.32
H 0.565 0.206 3.029 -0.55
H 0.371 -0.142 6.056 0.32
H -0.382 1.173 5.143 0.39
H 1.381 1.018 5.201 0.45
H 1.516 -2.085 4.786 0.31
H 2.530 -0.891 3.980 0.44
H 1.582 -2.033 3.026 0.33
H -4.568 -2.602 1.510 0.58
H -2.012 -1.881 0.126 -0.27
H -3.444 -2.386 -0.831 0.36
H -2.684 -3.507 0.316 0.51
H -5.057 -0.619 0.104 0.49
H -3.704 0.237 0.846 0.00
H -5.063 -0.259 1.837 0.42
F -1.415 5.868 -2.306 -0.41
C -1.586 4.522 -2.161 0.31
C -1.000 3.671 -3.076 -0.67
C -1.173 2.306 -2.919 0.30
C -1.912 1.777 -1.853 -0.51
C -2.076 0.325 -1.600 -1.12
C -2.488 2.688 -0.954 0.01
C -2.336 4.056 -1.100 -0.92
H -0.413 4.078 -3.887 0.44
H -0.707 1.642 -3.626 0.40
H -2.034 -0.304 -2.484 0.57
H -3.023 0.127 -1.105 0.62
H -3.062 2.307 -0.120 0.35
H -2.774 4.752 -0.399 0.47
```

Calculated values
ΔE to the lowest compared entry with this formula, charge and spin: 0.366 eV
charge: -1